Entry from the Open Molecules 2025 dataset: a structure of composition C62H132As3F18N10O18 at a distorted geometry (ωB97M-V/def2-TZVPD).

Cartesian coordinates (Å):
C1 -2.364 8.612 -0.402
C2 -2.874 7.732 0.754
O1 -3.365 8.231 1.753
N1 -2.866 6.255 0.476
H1 -3.819 5.925 0.533
H2 -2.583 5.986 -0.455
C3 -2.236 5.472 1.568
H3 -1.305 8.434 -0.592
H4 -2.410 9.648 -0.065
H5 -3.060 8.506 -1.233
H6 -1.235 5.809 1.839
H7 -2.214 4.435 1.232
H8 -2.964 5.523 2.377
C4 -4.025 2.936 -1.910
C5 -5.244 3.228 -2.737
O2 -6.352 2.653 -2.648
N2 -5.017 4.294 -3.767
H9 -5.844 4.757 -4.117
H10 -4.424 5.002 -3.358
C6 -4.396 3.773 -5.010
H11 -4.258 2.112 -1.236
H12 -3.598 3.819 -1.435
H13 -3.201 2.591 -2.535
H14 -4.996 2.962 -5.423
H15 -3.344 3.535 -4.851
H16 -4.373 4.604 -5.715
C7 -0.925 -7.770 3.361
C8 -0.592 -6.791 2.267
O3 -1.425 -5.937 1.939
N3 0.803 -6.914 1.573
H17 1.473 -7.317 2.213
H18 0.684 -7.410 0.701
C9 1.304 -5.462 1.146
H19 -1.674 -7.226 3.937
H20 -0.027 -7.956 3.950
H21 -1.330 -8.678 2.916
H22 0.434 -5.159 0.563
H23 2.222 -5.719 0.619
H24 1.325 -5.081 2.167
C10 2.639 0.786 8.916
C11 1.920 1.507 7.781
O4 1.498 2.622 7.868
N4 1.874 0.745 6.452
H25 2.777 0.671 6.006
H26 1.534 -0.174 6.700
C12 1.012 1.407 5.406
H27 3.167 1.608 9.399
H28 3.471 0.188 8.544
H29 2.074 0.318 9.722
H30 -0.033 1.380 5.714
H31 1.108 0.782 4.518
H32 1.392 2.390 5.126
C13 1.461 -2.201 3.219
C14 -0.067 -2.539 3.034
O5 -0.553 -2.881 1.923
N5 -0.955 -2.178 4.198
H33 -0.459 -2.127 5.076
H34 -1.332 -1.281 3.928
C15 -2.008 -3.256 4.414
H35 1.939 -2.117 2.243
H36 1.932 -3.039 3.732
H37 1.612 -1.278 3.779
H38 -2.514 -3.368 3.455
H39 -2.599 -2.862 5.241
H40 -1.684 -4.201 4.849
C16 4.996 -2.544 5.600
C17 5.788 -3.370 4.626
O6 7.032 -3.569 4.720
N6 4.955 -3.901 3.449
H41 5.336 -4.796 3.176
H42 4.058 -4.298 3.690
C18 4.873 -2.971 2.274
H43 4.339 -1.731 5.289
H44 5.746 -2.104 6.259
H45 4.362 -3.206 6.190
H46 4.367 -3.538 1.492
H47 5.899 -2.768 1.967
H48 4.400 -2.009 2.473
C19 9.410 3.581 -0.841
C20 8.160 2.810 -0.339
C21 6.913 3.302 -1.140
C22 5.732 2.371 -1.337
C23 6.151 1.053 -1.945
C24 7.194 0.316 -1.105
N7 8.315 1.331 -0.855
O7 9.448 0.683 -0.501
C25 7.740 -0.805 -1.956
C26 6.415 -0.262 0.140
C27 7.834 2.929 1.202
H49 10.335 3.159 -0.449
H50 9.285 4.633 -0.582
H51 9.494 3.535 -1.926
H52 7.222 3.435 -2.177
H53 6.449 4.203 -0.740
H54 5.037 2.916 -1.976
H55 5.244 2.299 -0.365
H56 6.515 1.334 -2.934
H57 5.311 0.377 -2.111
H58 6.923 -1.514 -2.097
H59 8.536 -1.315 -1.414
H60 8.054 -0.438 -2.933
H61 5.756 -1.068 -0.182
H62 5.730 0.388 0.685
H63 6.968 -0.836 0.883
H64 8.055 3.969 1.440
H65 8.390 2.183 1.770
H66 6.772 2.922 1.447
C28 -1.662 -6.290 -3.632
C29 -1.316 -4.911 -4.224
C30 0.162 -4.858 -4.880
C31 0.454 -5.803 -6.065
C32 -0.739 -5.890 -6.988
C33 -1.778 -4.765 -6.885
N8 -2.217 -4.531 -5.403
O8 -3.561 -4.293 -5.143
C34 -3.004 -5.194 -7.695
C35 -1.116 -3.539 -7.517
C36 -1.418 -3.869 -3.132
H67 -1.007 -6.598 -2.817
H68 -1.551 -7.108 -4.343
H69 -2.655 -6.234 -3.187
H70 0.875 -5.039 -4.075
H71 0.440 -3.818 -5.048
H72 0.826 -6.775 -5.743
H73 1.272 -5.402 -6.663
H74 -1.306 -6.788 -6.743
H75 -0.277 -6.029 -7.966
H76 -3.520 -6.018 -7.201
H77 -2.678 -5.628 -8.641
H78 -3.747 -4.408 -7.834
H79 -0.525 -3.865 -8.372
H80 -0.381 -3.023 -6.899
H81 -1.801 -2.738 -7.795
H82 -2.465 -3.869 -2.828
H83 -1.158 -2.860 -3.454
H84 -0.806 -4.051 -2.249
C37 -5.827 0.803 1.667
C38 -6.522 -0.508 1.126
C39 -6.798 -0.314 -0.394
C40 -7.025 -1.585 -1.164
C41 -5.732 -2.353 -1.072
C42 -5.328 -2.850 0.400
N9 -5.663 -1.696 1.429
O9 -5.296 -1.947 2.759
C43 -3.826 -3.199 0.400
C44 -6.114 -4.082 0.711
C45 -7.829 -0.823 1.888
H85 -6.563 1.607 1.703
H86 -4.976 1.220 1.129
H87 -5.456 0.831 2.691
H88 -6.077 0.354 -0.866
H89 -7.693 0.304 -0.462
H90 -7.345 -1.506 -2.203
H91 -7.864 -2.051 -0.647
H92 -4.968 -1.706 -1.503
H93 -5.795 -3.237 -1.707
H94 -3.518 -3.381 1.430
H95 -3.262 -2.374 -0.036
H96 -3.588 -4.116 -0.137
H97 -5.847 -4.933 0.085
H98 -7.199 -4.014 0.630
H99 -5.859 -4.342 1.738
H100 -8.617 -0.070 1.859
H101 -7.660 -0.970 2.955
H102 -8.205 -1.779 1.527
C46 0.965 3.344 1.136
C47 1.283 2.345 0.025
C48 2.300 1.370 0.671
C49 2.540 0.060 -0.080
C50 1.112 -0.603 -0.265
C51 0.072 0.239 -0.972
N10 -0.016 1.596 -0.355
O10 -1.050 2.490 -0.768
C52 -1.336 -0.471 -0.765
C53 0.421 0.396 -2.514
C54 1.939 3.023 -1.212
H103 0.529 2.780 1.960
H104 0.162 4.034 0.876
H105 1.838 3.888 1.497
H106 2.056 1.061 1.687
H107 3.225 1.906 0.884
H108 3.265 -0.496 0.514
H109 2.988 0.214 -1.062
H110 0.742 -0.949 0.700
H111 1.296 -1.515 -0.833
H112 -2.121 0.092 -1.269
H113 -1.634 -0.468 0.284
H114 -1.327 -1.489 -1.154
H115 1.453 0.286 -2.845
H116 -0.025 1.200 -3.099
H117 -0.001 -0.406 -3.120
H118 1.244 3.741 -1.648
H119 2.193 2.312 -1.998
H120 2.840 3.615 -1.049
C55 -0.768 6.547 -4.003
C56 -1.668 5.919 -2.877
O11 -2.916 5.833 -3.010
O12 -1.187 5.486 -1.799
H121 -0.006 7.157 -3.517
H122 -1.395 7.170 -4.640
H123 -0.296 5.783 -4.621
C57 5.876 1.349 3.623
C58 4.605 0.827 4.302
O13 3.726 0.227 3.633
O14 4.467 1.141 5.507
H124 5.703 2.351 3.230
H125 6.262 0.634 2.896
H126 6.713 1.435 4.315
C59 -2.562 2.298 3.052
C60 -2.061 0.847 2.828
O15 -2.836 -0.084 2.874
O16 -0.845 0.615 2.620
H127 -1.842 3.114 2.991
H128 -2.705 2.259 4.131
H129 -3.494 2.571 2.558
C61 -7.391 4.669 1.504
C62 -5.908 5.132 1.464
O17 -5.613 5.938 2.311
O18 -5.221 4.788 0.434
H130 -7.978 5.380 0.923
H131 -7.818 4.614 2.505
H132 -7.537 3.672 1.090
As1 -3.309 -0.452 -5.362
F1 -4.382 -1.537 -6.342
F2 -3.335 0.752 -6.680
F3 -2.287 0.597 -4.324
F4 -3.326 -1.577 -3.968
F5 -1.831 -1.172 -6.062
F6 -4.742 0.448 -4.712
As2 3.434 -2.916 -2.858
F7 5.232 -3.027 -3.211
F8 3.191 -3.393 -4.575
F9 1.638 -2.836 -2.603
F10 3.720 -2.398 -1.201
F11 3.453 -1.175 -3.318
F12 3.376 -4.655 -2.507
As3 1.599 6.847 3.613
F13 2.641 6.147 4.847
F14 0.384 5.478 3.746
F15 0.659 7.721 2.380
F16 2.841 8.109 3.368
F17 2.495 5.880 2.324
F18 0.752 7.801 4.878

## Properties
HOMO-LUMO gap = 0.07216 hartree
E = -12847.01415 Eh
Lowest unoccupied orbital energy = -0.34562 hartree
Total charge = +3